No. 1
{"formula": "C4H4Cl4O2S", "method": "wB97M-V/def2-TZVPD", "energy_ha": -2544.086622, "relative_energy_kcal_mol": 61.4, "molar_mass_da": 258.0, "gap_ev": [7.47, 7.64], "multiplicity": 1, "symbols": ["C", "C", "C", "C", "O", "O", "S", "Cl", "Cl", "Cl", "Cl", "H", "H", "H", "H"], "positions_angstrom": [[-1.257, -0.166, 0.094], [0.552, 1.184, 0.737], [1.602, -1.093, -0.129], [-0.665, 1.254, 0.078], [-0.141, -0.958, -2.262], [-0.579, -2.638, -0.561], [-0.087, -1.314, -0.852], [1.686, 2.479, 0.508], [1.987, -1.913, 1.221], [-1.969, 2.398, 1.219], [-0.693, 1.989, -1.562], [-1.283, -0.622, 1.097], [-2.266, -0.161, -0.316], [0.744, 0.595, 1.690], [2.369, -1.035, -0.963]]}


No. 2
{"formula": "C4H4Cl4OS", "method": "wB97M-V/def2-TZVPD", "energy_ha": -2468.847399, "relative_energy_kcal_mol": 89.2, "molar_mass_da": 242.0, "gap_ev": [7.26, 8.24], "multiplicity": 1, "symbols": ["C", "C", "C", "C", "O", "S", "Cl", "Cl", "Cl", "Cl", "H", "H", "H", "H"], "positions_angstrom": [[-1.009, 0.326, 0.977], [-1.509, -0.245, -0.320], [0.550, 0.033, 1.059], [0.740, 0.155, -1.685], [2.798, 0.144, -0.167], [1.581, 0.913, -0.307], [-1.930, -0.559, 2.238], [-2.843, 0.476, -1.097], [1.287, 0.600, 2.588], [1.399, -1.447, -2.053], [-1.384, 1.385, 0.993], [-1.129, -1.244, -0.595], [0.873, -1.066, 1.077], [0.574, 0.529, -2.708]]}